No. 1
21
Properties=species:S:1:pos:R:3:nbo_charge:R:1 method="wB97M-V/def2-TZVPD" gap_ev=10.270 smiles="C=C(CC)CCC" charge=0 de_lowest_ev=1.087
C 0.430 0.403 2.156 -0.4175
C 0.277 0.523 0.842 0.0539
C -0.677 1.547 0.227 -0.4380
C 0.097 2.719 -0.354 -0.6058
C 0.736 -0.594 -0.048 -0.4411
C -0.368 -1.648 -0.206 -0.3921
C -0.158 -2.531 -1.428 -0.6194
H 0.824 -0.483 2.636 0.1903
H 0.039 1.113 2.879 0.1892
H -1.389 1.841 0.992 0.2102
H -1.215 0.947 -0.505 0.2044
H -0.574 3.525 -0.670 0.2069
H 0.735 3.182 0.399 0.2116
H 0.639 2.467 -1.263 0.2074
H 1.624 -1.059 0.382 0.2121
H 1.064 -0.205 -1.017 0.2014
H -1.341 -1.166 -0.277 0.1977
H -0.352 -2.260 0.693 0.2051
H 0.427 -3.427 -1.224 0.2087
H 0.216 -1.951 -2.270 0.2027
H -1.034 -2.943 -1.944 0.2120

---

No. 2
71
Properties=species:S:1:pos:R:3:mulliken_charge:R:1 method="wB97M-V/def2-TZVPD" gap_ev="4.920 / 4.128" charge=+2 de_lowest_ev=0.000
Pb -0.746 0.377 0.679 1.7422
I 3.175 -2.741 6.691 0.2843
C 1.878 -2.298 5.136 -0.2792
C 0.508 -2.167 5.397 -0.3429
C -0.340 -1.884 4.361 -0.2855
I -2.377 -1.608 4.668 0.2408
C 0.137 -1.784 2.986 0.5846
O -0.662 -1.682 2.022 -0.8697
C 1.571 -1.862 2.777 0.7675
C 2.091 -1.717 1.371 -1.3236
N 1.752 -0.416 0.773 -0.0801
C 2.501 0.706 1.357 -0.7273
C 2.135 1.996 0.673 0.4422
C 3.095 2.888 0.230 -0.9161
C 2.693 4.045 -0.424 -0.5080
C 1.340 4.288 -0.596 -0.9327
C 0.439 3.362 -0.105 -0.2986
N 0.829 2.238 0.500 0.4885
C 2.394 -2.119 3.830 -0.5113
H 0.124 -2.290 6.400 0.4336
H 1.641 -2.495 0.751 0.4217
H 3.174 -1.874 1.371 0.4417
H 1.943 -0.459 -0.226 0.2389
H 3.581 0.552 1.294 0.5609
H 2.238 0.767 2.418 0.2736
H 4.144 2.675 0.384 0.5026
H 3.433 4.739 -0.800 0.4482
H 0.987 5.166 -1.118 0.4811
H -0.629 3.503 -0.209 0.5196
H 3.463 -2.207 3.675 0.4290
C -3.804 2.347 1.629 -0.9997
C -2.704 2.324 2.627 0.7907
N -1.580 1.628 2.536 0.3116
C -0.851 1.853 3.687 -0.9523
C -1.555 2.689 4.484 -0.6001
N -2.722 2.977 3.808 0.2749
C -3.826 3.778 4.319 -1.4042
N -4.860 2.963 4.873 0.8382
N -6.032 2.811 4.198 -0.4656
N -6.809 2.068 4.865 -0.6013
C -6.188 1.688 6.036 0.2224
C -6.626 0.897 7.097 -0.7034
C -5.746 0.693 8.137 -0.5564
C -4.461 1.261 8.138 -0.6849
C -4.012 2.051 7.100 -0.5343
C -4.904 2.264 6.051 1.3342
H -3.470 1.880 0.704 -0.1874
H -4.128 3.364 1.410 0.4104
H -4.673 1.800 1.999 0.3419
H 0.106 1.390 3.858 0.5521
H -1.320 3.110 5.445 0.5198
H -4.277 4.332 3.499 0.3457
H -3.444 4.474 5.064 0.4857
H -7.628 0.491 7.102 0.4534
H -6.046 0.091 8.983 0.4161
H -3.806 1.077 8.979 0.4122
H -3.015 2.468 7.107 0.2296
C -3.165 1.251 -3.162 -1.9026
C -1.893 0.828 -2.408 0.8704
O -1.981 1.217 -1.097 -0.5881
C -1.778 -0.724 -2.488 0.4671
F -2.781 -1.277 -1.799 -0.2491
F -1.804 -1.176 -3.728 -0.2277
F -0.627 -1.159 -1.903 -0.2244
C -0.660 1.486 -3.085 0.7390
F -0.779 2.822 -3.017 -0.2638
F -0.522 1.141 -4.357 -0.2370
F 0.488 1.166 -2.436 -0.2257
H -4.024 0.754 -2.716 0.4610
H -3.083 0.978 -4.212 0.4489
H -3.287 2.328 -3.066 0.4563

---

No. 3
71
Properties=species:S:1:pos:R:3:lowdin_spin:R:1 method="wB97M-V/def2-TZVPD" multiplicity=2 gap_ev="2.757 / 2.806" charge=+3 de_lowest_ev=0.113
Ce -0.192 -0.340 1.061 1.0007
P 2.136 1.196 2.070 -0.0045
P -2.144 1.945 1.231 -0.0036
P 0.596 0.946 -1.381 -0.0044
H -0.974 -3.055 0.251 0.0013
C -0.191 -2.487 -0.290 0.0120
C 1.074 -2.327 0.270 0.0062
H 1.297 -2.714 1.285 -0.0001
C 2.749 0.855 3.766 -0.0008
C 2.051 3.033 2.170 -0.0004
C 3.667 0.863 1.132 -0.0010
C -3.622 1.252 0.390 -0.0001
C -2.852 2.450 2.845 -0.0005
C -1.814 3.556 0.423 -0.0008
C 1.746 -0.105 -2.339 -0.0005
C 1.306 2.607 -1.583 -0.0010
C -0.906 0.971 -2.441 -0.0001
H -0.418 -2.277 -1.352 0.0005
H 1.954 -2.003 -0.309 0.0013
H 2.802 -0.226 3.926 0.0000
H 2.076 1.265 4.525 0.0000
H 3.748 1.299 3.892 -0.0002
H 1.203 3.315 2.811 0.0000
H 1.880 3.471 1.178 0.0000
H 2.968 3.452 2.606 -0.0001
H 3.826 -0.224 1.117 0.0000
H 4.524 1.340 1.624 -0.0002
H 3.581 1.212 0.096 0.0000
H -4.474 1.944 0.462 -0.0001
H -3.886 0.299 0.877 0.0000
H -3.395 1.033 -0.664 0.0000
H -3.737 3.086 2.705 -0.0001
H -2.100 3.005 3.420 0.0000
H -3.108 1.556 3.429 0.0000
H -2.640 4.263 0.579 -0.0002
H -1.639 3.426 -0.653 0.0000
H -0.894 3.981 0.853 0.0000
H 1.865 0.302 -3.353 -0.0001
H 1.368 -1.134 -2.404 0.0000
H 2.721 -0.131 -1.832 0.0000
H 1.374 2.855 -2.650 -0.0002
H 2.309 2.634 -1.136 0.0000
H 0.678 3.351 -1.076 0.0000
H -0.624 1.214 -3.475 -0.0001
H -1.632 1.710 -2.070 0.0001
H -1.388 -0.019 -2.436 0.0000
C -0.587 -2.675 -6.001 0.0000
C -1.759 -2.909 -6.744 0.0000
C -2.014 -4.179 -7.263 0.0000
C -1.097 -5.222 -7.060 0.0000
C 0.085 -4.983 -6.343 0.0000
C 0.345 -3.716 -5.823 0.0000
S -0.263 -1.125 -5.282 0.0000
H -1.392 -0.484 -5.655 0.0000
H -2.457 -2.085 -6.896 0.0000
H -2.932 -4.362 -7.827 0.0000
H -1.300 -6.217 -7.461 0.0000
H 0.808 -5.785 -6.184 0.0000
H 1.260 -3.506 -5.270 0.0000
N 0.023 0.310 8.720 -0.0003
C -0.046 0.008 7.591 0.0003
C -0.127 -0.323 6.188 0.0003
C 0.235 -1.581 5.685 0.0000
C 0.099 -1.813 4.327 0.0002
N -0.223 -0.825 3.439 -0.0032
C -0.447 0.425 3.920 -0.0004
C -0.520 0.667 5.290 0.0003
H 0.575 -2.371 6.359 0.0000
H 0.234 -2.817 3.901 0.0000
H -0.572 1.265 3.199 -0.0001
H -0.797 1.657 5.638 0.0000

---

No. 4
24
Properties=species:S:1:pos:R:3:nbo_charge:R:1 method="wB97M-V/def2-TZVPD" gap_ev=9.112 smiles=O.O.O.O.O.O.O.O charge=0 de_lowest_ev=5.282
O -0.457 -0.576 -1.035 -0.9487
H -0.782 -0.199 -1.850 0.4783
H 0.437 -0.160 -0.748 0.4736
O 3.705 -2.336 1.222 -0.9362
H 4.376 -2.940 1.554 0.4692
H 3.030 -2.317 1.891 0.4672
O -4.803 -0.946 -0.054 -0.9208
H -4.491 -1.731 0.421 0.4661
H -5.367 -1.247 -0.675 0.4549
O 3.731 1.702 -0.563 -0.9507
H 3.417 2.309 0.138 0.4777
H 4.304 2.104 -1.185 0.4731
O -3.057 1.222 0.339 -0.9076
H -3.302 1.521 1.207 0.4561
H -3.466 1.887 -0.107 0.4520
O 0.774 -1.843 -2.023 -0.9532
H 1.130 -2.310 -1.182 0.4806
H 0.492 -2.471 -2.690 0.4686
O 0.815 3.182 -0.225 -0.9424
H 1.019 3.398 0.714 0.4613
H -0.124 2.798 -0.081 0.4809
O -0.413 -0.221 2.039 -0.9497
H 0.259 -0.340 1.363 0.4611
H -1.225 -0.487 1.529 0.4886

---

No. 5
51
Properties=species:S:1:pos:R:3:nbo_charge:R:1 method="wB97M-V/def2-TZVPD" gap_ev=10.071 smiles="CCCN(CCC)C(=O)[C@H]1CC(=O)O[C@]12CCOC(C)(C)C2" charge=0 de_lowest_ev=0.167
C 4.819 1.598 -1.312 -0.6100
C 3.610 1.945 -0.452 -0.4071
C 3.188 0.830 0.521 -0.2070
N 2.527 -0.284 -0.121 -0.4497
C 3.368 -1.357 -0.641 -0.2128
C 3.240 -2.640 0.186 -0.4069
C 3.682 -2.454 1.632 -0.6103
C 1.197 -0.423 -0.331 0.7013
O 0.778 -1.351 -1.002 -0.6415
C 0.266 0.554 0.387 -0.3341
C 0.179 1.987 -0.132 -0.5286
C -1.141 2.454 0.480 0.8058
O -1.500 3.586 0.624 -0.5634
O -1.850 1.399 0.878 -0.5161
C -1.238 0.163 0.446 0.3203
C -1.507 -0.919 1.487 -0.4521
C -3.000 -1.249 1.516 -0.0631
O -3.459 -1.686 0.265 -0.5389
C -3.313 -0.741 -0.791 0.2732
C -3.658 -1.523 -2.062 -0.6076
C -4.295 0.429 -0.636 -0.6540
C -1.853 -0.249 -0.896 -0.4933
H 4.584 0.807 -2.018 0.2071
H 5.658 1.283 -0.694 0.2007
H 5.129 2.473 -1.879 0.2173
H 2.774 2.189 -1.107 0.2029
H 3.843 2.831 0.143 0.2065
H 4.077 0.448 1.030 0.2066
H 2.535 1.256 1.285 0.2051
H 3.063 -1.569 -1.669 0.2255
H 4.403 -1.019 -0.634 0.1968
H 2.203 -2.973 0.155 0.2220
H 3.853 -3.407 -0.290 0.2049
H 4.719 -2.127 1.680 0.1963
H 3.597 -3.393 2.173 0.2164
H 3.060 -1.717 2.134 0.1990
H 0.598 0.588 1.435 0.2236
H 0.980 2.647 0.190 0.2428
H 0.106 2.024 -1.220 0.2415
H -0.940 -1.806 1.201 0.2289
H -1.186 -0.584 2.474 0.2138
H -3.191 -2.079 2.201 0.1950
H -3.558 -0.369 1.862 0.1710
H -3.027 -2.404 -2.132 0.2170
H -3.509 -0.904 -2.942 0.2056
H -4.695 -1.845 -2.021 0.2149
H -5.292 0.038 -0.448 0.2148
H -4.015 1.085 0.182 0.2281
H -4.315 1.014 -1.552 0.2116
H -1.820 0.592 -1.590 0.2083
H -1.244 -1.059 -1.297 0.2717

---

No. 6
12
Properties=species:S:1:pos:R:3:nbo_charge:R:1 method="wB97M-V/def2-TZVPD" gap_ev=9.062 smiles="O=C(/C=C/Cl)/C=C/Cl" charge=0 de_lowest_ev=1.066
O 0.431 -1.185 -0.995 -0.5788
C 0.166 -0.306 -0.129 0.4938
C -1.223 -0.065 0.271 -0.3780
C -2.141 -0.859 -0.283 -0.1444
Cl -3.771 -1.075 0.071 0.0586
C 1.092 0.674 0.335 -0.3605
C 2.356 0.534 -0.028 -0.1444
Cl 3.464 1.643 0.307 0.1010
H -1.623 0.707 0.963 0.2259
H -1.699 -1.703 -1.011 0.2547
H 0.749 1.357 1.018 0.2217
H 2.847 -0.404 -0.436 0.2502

---

No. 7
55
Properties=species:S:1:pos:R:3:nbo_charge:R:1 method="wB97M-V/def2-TZVPD" gap_ev=10.971 smiles="O=CCN(C(=O)O)C(F)(F)F.CCCCCC.CCCCCC" charge=0
O -0.581 0.910 1.493 -0.4875
C 0.397 0.231 1.289 0.4110
C 1.662 0.381 2.118 -0.3288
N 2.833 0.647 1.245 -0.5446
C 2.507 1.253 -0.032 0.8854
O 2.483 0.583 -1.033 -0.5100
O 2.114 2.542 -0.043 -0.6601
C 3.887 1.307 1.908 1.0796
F 3.503 2.370 2.628 -0.3335
F 4.530 0.491 2.718 -0.2978
F 4.756 1.770 0.992 -0.3160
H 0.375 -0.514 0.482 0.1444
H 1.819 -0.576 2.597 0.2353
H 1.467 1.166 2.836 0.2274
H 2.606 3.037 0.622 0.4959
C 3.708 0.066 -4.711 -0.6096
C 2.441 -0.744 -4.453 -0.3982
C 2.661 -1.926 -3.512 -0.4009
C 3.637 -2.988 -4.022 -0.3958
C 3.271 -3.610 -5.368 -0.3981
C 1.939 -4.355 -5.351 -0.6094
H 4.480 -0.533 -5.198 0.1969
H 3.495 0.916 -5.361 0.2070
H 4.115 0.453 -3.775 0.2055
H 2.024 -1.086 -5.405 0.1895
H 1.690 -0.086 -4.010 0.2074
H 1.694 -2.393 -3.300 0.1949
H 3.027 -1.549 -2.554 0.2133
H 3.707 -3.783 -3.272 0.1971
H 4.640 -2.557 -4.093 0.1989
H 4.061 -4.310 -5.653 0.1993
H 3.251 -2.842 -6.147 0.1938
H 1.952 -5.156 -4.608 0.1995
H 1.736 -4.805 -6.324 0.2079
H 1.107 -3.690 -5.117 0.2010
C -6.170 1.172 5.507 -0.6095
C -6.159 1.126 3.982 -0.3981
C -4.973 0.355 3.405 -0.3965
C -3.600 0.942 3.736 -0.3973
C -3.395 2.390 3.294 -0.3965
C -3.491 2.581 1.784 -0.6160
H -5.291 1.683 5.903 0.2003
H -7.050 1.706 5.870 0.2084
H -6.195 0.164 5.926 0.2000
H -6.177 2.145 3.585 0.1944
H -7.081 0.650 3.638 0.2003
H -5.089 0.289 2.320 0.2009
H -5.008 -0.675 3.774 0.1975
H -2.834 0.318 3.265 0.2032
H -3.422 0.872 4.813 0.1955
H -2.405 2.714 3.625 0.2005
H -4.113 3.045 3.796 0.1905
H -2.753 1.967 1.271 0.2209
H -3.308 3.623 1.516 0.2053
H -4.480 2.316 1.404 0.1956